# 1
Density functional theory data (the ωB97M-V functional and the def2-TZVPD basis) for one molecule with the formula C5H7BS.

Properties
- HOMO level (eV) = -8.5
- energy above the lowest of the compared OMol25 structures with the same formula, charge and spin (kJ/mol) = 466.8

CARTESIAN COORDINATES (ANGSTROEM)
S: -2.09230 0.13672 -0.22158
C: -1.66599 -1.50560 -0.21879
C: 1.39824 1.81564 -0.49700
C: -0.66473 0.65017 0.81070
C: 0.40904 -0.40419 0.85038
C: 0.83530 0.85587 0.52869
B: 0.08484 -1.89403 0.23274
H: -1.01120 0.84155 1.76773
H: -2.37761 -2.08176 -0.81219
H: 1.34121 2.84563 -0.24880
H: 0.67690 1.55093 -1.27430
H: 0.43120 -2.73969 0.81866
H: 0.23912 -1.70724 -0.93504
H: 2.39597 1.63601 -0.80120

Cartesian forces (eV/Å) of the 6 atoms listed first:
1.4 -1.6 0.1
1.4 0.8 0.5
-0.8 -1.7 0.8
1.3 -0.4 0.6
1.1 2.6 -2.4
-2.6 -2.3 -0.2



# 2
Density functional theory data (the ωB97M-V functional and the def2-TZVPD basis) for C9H19N2O as an isolated structure.

Properties
- charge = +1
- HOMO level (eV) = -13.2
- energy above the lowest of the compared OMol25 structures with the same formula, charge and spin (kJ/mol) = 243.7

CARTESIAN COORDINATES (ANGSTROEM)
O: 2.91885 -1.09247 -1.57407
N: -1.32694 0.47666 -0.56842
N: 0.83857 -0.33833 -2.20646
C: -1.79192 0.53117 0.83706
C: 1.08941 -2.20163 0.62272
C: 0.99901 -0.79924 0.00973
C: 2.97781 0.15285 1.31698
C: -2.48368 0.17752 -1.44328
C: -0.37421 -0.62279 -0.66883
C: 1.79352 -0.78294 -1.33146
C: 1.47915 0.24106 1.02985
C: -0.78085 1.78220 -0.99551
H: 0.64289 -2.95582 -0.02145
H: -2.14534 0.03705 -2.46926
H: -2.65113 1.19442 0.91808
H: 0.06953 2.07477 -0.38765
H: -0.44442 1.71055 -2.02738
H: 1.30029 1.25323 0.67027
H: -1.00253 0.89460 1.49106
H: 2.13740 -2.45769 0.74747
H: 3.55912 0.31378 0.41397
H: 0.80143 -0.66961 -3.15996
H: -1.54990 2.54852 -0.91282
H: -2.08997 -0.46304 1.16936
H: -3.18885 1.00721 -1.42422
H: 3.23718 0.92487 2.03660
H: -0.86338 -1.56180 -0.89553
H: 0.59744 -2.22652 1.59308
H: 3.25560 -0.80518 1.74205
H: -3.00001 -0.71960 -1.10368
H: 0.94187 0.08684 1.97112

Cartesian forces (eV/Å) of the 6 atoms listed first:
0.1 -0.2 0.1
-0.1 0.1 -0.1
-2.8 0.0 2.7
-0.3 0.1 1.1
0.0 0.2 -0.1
0.1 0.0 0.4



# 3
Density functional theory data (the ωB97M-V functional and the def2-TZVPD basis) for C86H185BaN9O15 as an isolated structure.

Properties
- charge = +6
- HOMO level (eV) = -18.1
- energy above the lowest of the compared OMol25 structures with the same formula, charge and spin (kJ/mol) = 0.0

CARTESIAN COORDINATES (ANGSTROEM)
Ba: -0.45989 0.22340 0.08915
O: -1.60277 -0.96982 4.64004
O: -0.79698 -0.66025 2.63061
O: 3.33097 -2.45167 -0.54425
O: -2.39486 2.18105 0.00538
O: 2.45401 3.85941 1.54166
O: -1.47619 2.17374 -1.89072
O: -3.40410 -3.04390 -1.57078
O: -2.54127 -1.45423 -0.30366
O: 1.34537 -2.19161 0.35880
O: -0.03730 -2.33955 3.74189
O: -3.15005 3.49442 -1.57154
O: 2.06410 -0.61682 -0.93530
O: -1.93787 -1.64125 -2.40653
O: 3.00560 1.98828 2.43129
O: 1.41498 2.11344 0.88296
N: 1.33080 0.27848 -5.50269
N: -0.87704 -5.92533 3.85400
N: 0.41105 3.45464 6.18332
N: -6.10231 -0.43870 2.53371
N: 5.82451 3.40145 -1.05568
N: 0.00335 -6.77317 -3.87977
N: 0.78953 7.19796 -0.40299
N: -5.49131 1.52643 -4.29043
N: 5.50425 -1.34193 3.02644
C: 1.83422 5.08418 -3.46774
C: -0.52961 -6.05832 -5.09537
C: 1.71679 -6.38866 3.77114
C: 1.94331 5.70145 -2.06397
C: 5.30230 0.54906 -1.59327
C: -3.16107 -4.44603 2.42223
C: -7.26371 -0.68110 1.54846
C: 6.61203 2.27456 -0.23501
C: 3.53670 -0.77803 4.74212
C: -4.80471 1.26268 4.57364
C: 0.52657 -5.73913 4.50847
C: -2.27010 7.40356 -0.05612
C: -1.04008 -0.35015 -5.54725
C: -2.17022 -5.34477 1.71292
C: -1.23115 0.34070 -6.84670
C: 0.29622 4.88955 4.05013
C: 0.55470 3.46650 7.79573
C: 5.03197 -0.44549 1.87200
C: -5.35549 -0.13279 4.92185
C: 1.18221 1.10201 -6.82194
C: -7.90764 2.40534 -4.66129
C: -4.00790 1.66314 -4.58010
C: -3.24477 -4.96262 3.85497
C: -0.13535 6.08866 0.28373
C: -4.35946 1.42170 3.08587
C: -7.30601 1.14732 -2.32236
C: -0.81354 -5.44624 2.39145
C: -0.64298 -8.20575 -3.84779
C: -6.51884 -0.49210 3.99974
C: 7.96851 -0.43253 3.06379
C: 1.52376 -6.79423 -3.89102
C: 5.08677 -0.73701 4.45041
C: 2.69200 -0.44248 -5.49752
C: -1.28213 -7.38188 3.90439
C: -1.41001 3.14482 4.31728
C: -0.84885 -1.29338 3.69690
C: 2.99116 -1.49490 -4.27426
C: 4.88482 -2.80013 2.79934
C: 1.38509 1.26380 -4.28482
C: 3.35260 -2.75338 3.16239
C: -0.59081 -5.98228 -2.68973
C: -5.83818 0.15568 -4.98903
C: 4.36517 2.88785 -1.52061
C: 6.06447 5.18172 -2.90497
C: 9.33843 -0.81527 2.61588
C: 6.72104 1.02437 -1.10952
C: -1.93128 -5.07406 4.65987
C: -0.31968 1.55563 -7.06016
C: -8.44725 0.31091 1.45014
C: -5.44477 0.89587 2.17965
C: 0.75593 4.83465 5.53451
C: -5.77382 1.41539 -2.76687
C: 1.55508 -4.58563 -2.59142
C: 0.06124 -4.58799 -2.59596
C: -6.40325 2.64156 -4.97587
C: -5.44287 -2.38682 -4.91496
C: 2.26074 2.64626 1.57979
C: 7.01850 5.85239 -4.02537
C: -1.59881 6.06846 -0.26856
C: 0.00450 -9.28717 -4.77994
C: 5.62965 4.53261 -0.03469
C: -2.65657 -1.97739 -1.41846
C: 0.07343 8.57523 -0.30361
C: -5.04848 -1.62058 2.31003
C: -0.00020 2.28297 8.47535
C: 4.46503 -2.03839 -4.31217
C: -9.68675 -0.23662 0.82102
C: 1.39728 2.34533 5.57289
C: 4.45524 1.61063 -2.35815
C: 2.10500 -5.39329 -3.74822
C: 3.09375 -6.50077 4.45971
C: 1.01339 6.88254 -1.87537
C: 6.99535 -1.60343 2.85278
C: -1.06686 3.08063 5.83099
C: 0.31365 -0.81334 -5.24148
C: 3.12664 -2.23140 4.63518
C: 0.27399 2.28480 9.98555
C: -8.22323 2.19578 -3.09146
C: 2.09843 7.24031 0.45120
C: -4.91173 -1.02311 -4.59000
C: 2.21548 -1.73269 -0.42024
C: -0.77879 -10.57339 -4.69145
C: 6.64434 3.87899 -2.27553
C: -1.39087 8.46376 -0.71425
C: -2.35025 2.60003 -1.12565
C: -1.12723 4.48848 3.73837
H: 2.68028 -0.98516 -6.44274
H: -1.19934 4.43326 2.65216
H: -3.40541 1.13166 -3.84346
H: 0.01607 -8.90179 -5.79948
H: 2.94371 -0.13838 4.08843
H: -6.86675 0.05042 -4.64396
H: 2.01548 -7.31671 -4.71159
H: -0.36597 -4.45263 2.36872
H: -1.85011 -10.46705 -4.86191
H: -6.90283 -0.65491 0.52027
H: -7.64393 -1.69607 1.66407
H: -4.13227 -1.37842 2.84858
H: 2.48685 6.22589 0.36072
H: -7.49211 0.09643 -2.54395
H: -10.20338 -0.87845 1.53465
H: -0.13597 -5.04219 -5.12044
H: -0.34993 -3.89919 -3.33392
H: -3.91757 -0.76255 -4.95313
H: -0.30450 -6.69398 -5.95174
H: -5.85334 0.28254 -6.07152
H: 7.94319 -0.00061 4.06423
H: 1.42675 7.73464 -2.41495
H: -0.33659 -6.53361 -1.78446
H: 7.46697 0.97342 -1.90268
H: 1.81803 5.02867 5.68415
H: 0.68481 -4.68018 4.71263
H: 3.42384 0.35746 -5.60982
H: -5.53264 2.06736 4.67713
H: 0.98135 4.27302 3.46826
H: -4.04052 1.57301 5.28625
H: -0.53094 -7.92187 3.32801
H: -1.61767 5.73710 -1.30680
H: -0.42298 -11.20804 -5.50306
H: 0.48577 -1.56415 -6.01269
H: -0.26813 -4.21202 -1.62732
H: 0.41014 1.73258 -4.15133
H: 2.77488 -1.03244 -3.31122
H: 4.76905 -2.36444 -5.30683
H: -1.09763 -7.77912 4.90252
H: 3.55341 -5.52261 4.60122
H: -8.52557 0.54775 2.51121
H: -3.69111 3.63644 -0.79135
H: 5.74275 -1.26797 5.14025
H: 3.90291 3.72229 -2.04798
H: 3.54362 2.78111 2.49088
H: 5.55098 0.24899 4.43032
H: 5.33574 -3.38674 3.59975
H: -5.82399 -0.11603 5.90588
H: -4.69771 -1.11885 -3.52551
H: 0.32778 -1.32287 -4.27800
H: 3.41694 -0.44877 5.77428
H: -1.00519 2.29122 3.77360
H: 5.20854 4.86640 -3.50167
H: -1.60871 -5.91024 -5.13686
H: 1.44722 0.49328 -7.68641
H: 3.81200 -7.00510 3.81329
H: 3.97210 -0.26259 2.04897
H: -3.84665 -4.18238 4.32086
H: 2.02382 -4.78686 -4.65030
H: -1.56280 -1.30661 -5.54027
H: -0.65476 -11.16342 -3.78339
H: 7.64054 0.33636 2.36425
H: -1.08230 2.32969 8.35294
H: -5.96196 3.62481 -4.81284
H: -2.95457 -2.92455 -2.41059
H: -1.43987 0.28723 -4.75856
H: -5.56783 -2.53564 2.59470
H: 7.14990 0.22373 -0.50691
H: 3.16169 -5.61561 -3.59959
H: 0.18701 8.86713 0.74041
H: -2.78621 -3.42322 2.38425
H: 6.75304 3.07106 -2.99908
H: 0.09184 6.63984 -2.40446
H: -7.95181 3.16383 -2.67038
H: 5.48658 0.54197 1.95177
H: 0.02774 4.36196 8.12521
H: 0.15869 5.42354 6.23066
H: -2.27882 -7.42325 3.46508
H: 1.04200 -9.43555 -4.48048
H: 2.42030 2.46471 5.92966
H: -1.77841 5.32062 4.00600
H: -5.05394 0.72423 1.17671
H: 1.69279 -5.83136 2.83469
H: -6.40930 -2.56131 -4.44203
H: 7.03375 -1.87868 1.79881
H: 0.37243 1.32612 8.10971
H: 7.27487 -2.53139 3.35165
H: 9.89737 0.11995 2.58344
H: 3.02050 -3.78347 3.03303
H: 9.76427 -1.35081 3.46438
H: 3.42078 1.30704 -2.51885
H: -4.76402 -1.67932 1.25944
H: 5.28510 -1.39799 -3.98740
H: -6.27815 1.59631 2.12519
H: -3.30257 7.40326 -0.40557
H: -0.43547 -8.48528 -2.81488
H: 5.41468 -0.31809 -2.24406
H: 1.44667 -7.39235 3.44290
H: 5.93220 5.97057 -2.16448
H: -8.23862 1.23409 0.90947
H: -1.67368 -5.95956 -2.81209
H: -8.37298 3.33014 -5.00233
H: -4.17598 -4.49782 2.02806
H: -4.17741 2.48145 2.90734
H: -6.34053 2.44381 -6.04595
H: 2.45520 5.51454 -4.25340
H: -7.35448 1.27142 -1.24054
H: -5.16497 0.60348 -2.36910
H: -2.32465 7.70089 0.99112
H: -5.76378 -2.40707 -5.95645
H: -2.01325 -5.56720 5.62847
H: 3.00476 5.86669 -1.87927
H: 7.64301 2.50769 0.03115
H: -0.38695 1.70854 10.63299
H: -2.55390 -6.36202 1.63492
H: -0.74094 2.28472 -6.36801
H: 2.73947 7.91709 -0.11371
H: 2.06630 -2.33135 4.86713
H: 0.47594 -6.30883 5.43636
H: -9.43296 -0.93559 0.02407
H: 6.00458 2.20196 0.66711
H: -1.85004 9.45223 -0.72822
H: 6.56487 5.09199 -0.05787
H: 5.15433 -3.22585 1.83278
H: -1.42414 8.40361 -1.80208
H: 3.05883 -7.13288 5.34701
H: 2.02457 -5.07462 -1.73786
H: 1.51498 0.69149 -3.36629
H: -1.22157 -0.28021 -7.74251
H: -3.74486 1.56946 -5.63372
H: 0.78254 4.93203 -3.71047
H: 6.76889 6.90718 -4.14035
H: -10.28782 0.59622 0.45609
H: -1.72187 3.73073 6.41103
H: -2.47427 2.90959 4.30606
H: 2.72458 -2.20005 2.46417
H: 1.57655 3.72502 8.07338
H: -1.71206 -8.15663 -4.05457
H: -3.95321 2.70563 -4.26653
H: 2.89228 -3.08446 0.02910
H: 9.52744 -1.35517 1.68804
H: 0.33205 5.92906 3.72420
H: 3.66703 -2.84345 5.35731
H: 1.42941 2.12560 4.50575
H: 0.67728 9.18112 -0.97915
H: -0.36510 2.04905 -8.03102
H: 1.87441 7.42337 1.50211
H: 1.25561 1.86187 10.19921
H: -7.00404 -1.46641 4.05813
H: -2.25856 5.37075 0.24723
H: 0.17408 -2.01430 2.86375
H: 4.66110 0.21279 -0.77848
H: 4.91610 1.76429 -3.33390
H: 0.33432 3.26065 10.46741
H: 2.29834 -2.30897 -4.48732
H: -8.22152 1.58207 -5.30301
H: 2.20969 1.97338 -4.35288
H: 7.65218 4.10156 -1.92506
H: -0.09763 6.29441 1.35347
H: -7.28098 0.28661 4.02902
H: -4.79951 -3.23450 -4.67912
H: 4.78385 5.18946 -0.23786
H: -2.21472 -5.06795 0.65959
H: 5.31098 -0.97307 0.95991
H: 8.04948 5.87910 -3.67256
H: 3.78198 2.66535 -0.62703
H: 1.87240 1.94159 -6.73925
H: -3.85414 -5.86314 3.93132
H: 1.79122 -7.27681 -2.95098
H: 1.02439 1.41414 5.99945
H: 2.22506 4.06714 -3.49898
H: -9.27685 2.00023 -2.89210
H: -1.38157 -4.14721 4.82377
H: -4.53439 -0.84959 4.91189
H: 1.59537 4.94671 -1.35870
H: 0.25597 5.08527 0.11586
H: 4.37676 -2.96714 -3.74849
H: -0.11490 -6.04208 1.80409
H: -3.42459 0.87255 2.97384
H: -5.53853 2.40369 -2.37190
H: 5.32387 4.14789 0.93824
H: -2.23992 0.75215 -6.81233
H: -1.36241 2.07411 6.12708
H: 1.90674 -3.55395 -2.60028
H: 7.06868 5.27308 -4.94731

Cartesian forces (eV/Å) of the 6 atoms listed first:
0.1 0.0 0.0
0.7 -1.0 -0.1
0.6 1.1 -2.7
0.4 -0.2 -0.4
-1.8 -0.5 4.7
1.5 2.9 0.2



# 4
Density functional theory data (the ωB97M-V functional and the def2-TZVPD basis) for a 2-piece molecular cluster, C4H8NO2 overall.

Properties
- charge = -1
- HOMO level (eV) = -4.0
- energy above the lowest of the compared OMol25 structures with the same formula, charge and spin (kJ/mol) = 143.5

CARTESIAN COORDINATES (ANGSTROEM)
O: -0.07250 -2.34407 -0.32594
O: -1.83482 -1.40389 0.79265
N: 1.97137 0.32769 1.40379
C: 0.46841 1.33167 -0.21024
C: 0.76650 0.40357 0.73313
C: -1.30216 -2.27059 0.00853
C: -0.83264 1.23987 -1.07654
H: 2.63938 1.07227 1.29144
H: -0.64428 1.61853 -2.10006
H: -2.02555 -3.05063 -0.47154
H: 2.38488 -0.64538 1.29508
H: 1.18274 2.10972 -0.51251
H: 0.07787 -0.43078 0.88992
H: -1.13991 0.19471 -1.06973
H: -1.63931 1.84732 -0.64797

Cartesian forces (eV/Å) of the 6 atoms listed first:
-1.9 -0.3 0.4
0.6 -1.8 -1.4
1.1 -2.2 1.0
-0.8 -0.6 -0.2
-0.7 1.1 -2.2
0.5 1.0 0.5